[1]
C32H39F3NO10P | ωB97M-V/def2-TZVPD

```
86
Properties=species:S:1:pos:R:3:lowdin_charge:R:1
C 4.775 0.362 3.176 -0.0994
C 3.391 0.947 2.519 -0.2645
O 3.549 2.165 1.710 -0.1908
C 2.773 2.087 0.445 -0.1764
C 1.339 2.902 0.521 -0.0430
C 1.386 4.501 0.033 0.0134
C 0.066 5.474 0.041 0.0131
C -1.341 4.838 0.592 -0.0069
C -1.438 3.245 1.092 0.0316
C -0.093 2.252 1.036 -0.0539
C -0.164 0.660 1.476 -0.1750
P 0.117 -0.536 -0.036 0.7271
O -1.037 -1.657 0.032 -0.3962
O 1.628 -1.399 0.044 -0.2348
O -0.111 0.423 -1.472 -0.2089
C -2.917 2.760 1.624 -0.1938
O -3.158 1.903 2.620 -0.0342
C -4.268 3.425 0.902 -0.0025
C -5.646 2.512 0.732 0.0697
C -7.029 3.160 0.052 -0.0831
C -8.394 2.219 -0.108 -0.1035
C -8.305 0.661 0.457 0.0238
C -9.745 -0.146 0.182 -0.0316
C -10.908 0.723 -0.555 -0.1213
N -10.942 2.143 -1.005 -0.0225
C -9.689 2.924 -0.793 -0.0541
C -6.923 4.736 -0.406 0.0601
C -5.530 5.648 -0.253 0.0389
C -5.538 7.244 -0.744 -0.2091
F -5.490 8.196 0.402 0.0157
F -4.370 7.572 -1.613 0.0052
F -6.758 7.439 -1.595 -0.0141
C -4.172 4.991 0.414 0.0217
C -2.737 5.759 0.630 -0.1738
O -2.616 7.089 0.825 -0.0265
H 4.478 -0.658 3.720 0.0883
H 5.612 0.080 2.407 0.0838
H 5.205 1.060 4.029 0.0889
H 2.856 0.056 1.980 0.0969
H 2.690 1.247 3.436 0.1347
H 3.430 2.677 -0.359 0.1366
H 2.676 0.991 0.019 0.1058
H 2.404 4.973 -0.372 0.1073
H 0.101 6.586 -0.323 0.1076
H -1.189 0.332 1.935 0.1006
H 0.652 0.441 2.319 0.1023
H 2.088 -1.169 -0.839 0.0792
H 0.732 0.479 -2.017 0.0829
H -5.575 1.406 1.132 0.0946
H -7.367 0.177 0.959 0.0872
H -9.887 -1.281 0.502 0.0953
H -11.911 0.107 -0.771 0.1076
H -9.674 4.060 -1.157 0.1142
H -7.873 5.252 -0.857 0.0860
C 5.454 -4.223 3.307 -0.1095
O 6.460 -3.331 2.838 -0.2066
C 7.657 -4.016 2.460 -0.1937
C 7.744 -4.190 0.940 -0.1929
O 6.717 -5.063 0.456 -0.1947
C 5.623 -4.349 -0.106 -0.1112
H 4.500 -3.688 3.321 0.0856
H 5.349 -5.100 2.664 0.0839
H 5.692 -4.542 4.325 0.0874
H 7.734 -4.983 2.972 0.1257
H 8.497 -3.396 2.790 0.1223
H 8.703 -4.660 0.695 0.1229
H 7.706 -3.221 0.428 0.1240
H 5.894 -3.991 -1.105 0.0870
H 5.318 -3.504 0.515 0.0805
H 4.777 -5.034 -0.197 0.0855
C 2.770 -5.371 -4.547 -0.1108
O 1.457 -5.515 -4.016 -0.1937
C 1.419 -5.308 -2.601 -0.1867
C 0.914 -3.903 -2.256 -0.1859
O 1.834 -2.897 -2.695 -0.2224
C 1.427 -2.290 -3.917 -0.1056
H 2.693 -5.273 -5.634 0.0903
H 3.279 -4.488 -4.155 0.0795
H 3.358 -6.264 -4.317 0.0872
H 2.402 -5.496 -2.152 0.1187
H 0.719 -6.043 -2.191 0.1263
H 0.842 -3.815 -1.166 0.1153
H -0.085 -3.727 -2.673 0.1336
H 0.622 -1.575 -3.719 0.0805
H 1.092 -3.025 -4.651 0.0878
H 2.282 -1.751 -4.332 0.0898
```

Summary:
HOMO level (Eh): -0.3220
Frontier orbital gap (Eh): 0.2438
Structure (SMILES): CCOCc1ccc2c(c1CP(=O)(O)O)C(=O)c1cc(-c3cccnc3)cc(C(F)(F)F)c1C2=O.COCCOC.COCCOC
Electronic energy (hartree): -2689.8109
LUMO (eV): -2.13
Maximum force (eV Å⁻¹): 8.61

[2]
C43H117AgN10O11 | ωB97M-V/def2-TZVPD

```
182
Properties=species:S:1:pos:R:3:lowdin_charge:R:1
Ag 7.657 -0.885 1.031 0.6236
C 2.058 -2.674 0.156 -0.0972
C 2.165 -1.328 -0.585 -0.6437
C 1.043 -0.395 -0.052 -0.0856
O 3.442 -0.810 -0.435 -0.2761
H 2.726 -3.376 -0.343 0.0623
H 1.031 -2.968 -0.061 0.0587
H 2.235 -2.633 1.231 0.0689
H 1.954 -1.582 -1.624 0.1011
H 0.135 -0.945 -0.298 0.0537
H 0.996 0.639 -0.392 0.0625
H 0.974 -0.427 1.035 0.0603
C 4.178 -8.651 4.829 -0.0751
C 3.077 -9.615 4.455 -0.4644
C 2.524 -9.317 3.042 -0.1679
O 3.443 -9.858 2.030 -0.2035
C 3.136 -9.255 0.784 -0.1145
N 3.581 -10.939 4.361 0.0398
H 3.806 -7.631 4.924 0.0734
H 4.930 -8.681 4.040 0.0808
H 4.711 -8.832 5.762 0.0737
H 2.223 -9.537 5.128 0.1317
H 2.211 -8.274 2.980 0.1209
H 1.601 -9.889 2.950 0.1219
H 4.026 -9.320 0.158 0.0884
H 2.923 -8.187 0.823 0.0795
H 2.253 -9.669 0.297 0.0878
H 4.347 -11.002 5.016 0.0705
H 3.974 -10.932 3.430 0.0567
C 6.108 5.430 -4.449 -0.0573
C 5.469 4.690 -3.288 -0.4673
C 3.956 4.589 -3.482 -0.2157
O 3.414 5.885 -3.593 -0.2144
C 3.326 6.706 -2.352 -0.0552
N 6.010 3.379 -3.257 0.0141
H 5.752 6.452 -4.315 0.0696
H 5.788 5.103 -5.438 0.0846
H 7.195 5.507 -4.475 0.0771
H 5.735 5.095 -2.312 0.1394
H 3.516 4.132 -2.595 0.1176
H 3.609 4.076 -4.379 0.1336
H 2.444 7.337 -2.247 0.0828
H 4.292 7.154 -2.120 0.0782
H 3.180 6.036 -1.505 0.0717
H 5.405 2.822 -2.670 0.0655
H 5.914 2.778 -4.063 0.0755
C -11.785 2.551 2.441 -0.0840
C -10.268 2.392 2.454 -0.4132
C -9.460 2.270 1.103 -0.1810
O -8.136 1.776 1.327 -0.1857
C -7.401 1.645 0.105 -0.1116
N -9.835 3.522 3.290 0.0260
H -12.217 3.170 3.227 0.0710
H -12.434 1.675 2.420 0.0702
H -12.180 3.054 1.558 0.0697
H -10.121 1.437 2.958 0.1248
H -9.439 3.272 0.675 0.1193
H -9.986 1.645 0.381 0.1196
H -7.784 0.909 -0.602 0.0830
H -6.361 1.363 0.266 0.0836
H -7.318 2.598 -0.416 0.0803
H -10.245 3.375 4.202 0.0653
H -8.902 3.199 3.501 0.0626
C -5.578 -2.629 -8.717 -0.0632
C -5.913 -1.374 -7.961 -0.4684
C -5.336 -1.332 -6.551 -0.2093
O -3.952 -1.656 -6.608 -0.2131
C -3.288 -1.443 -5.361 -0.0903
N -5.327 -0.295 -8.669 0.0258
H -4.526 -2.887 -8.589 0.0783
H -5.750 -2.524 -9.788 0.0823
H -6.107 -3.523 -8.388 0.0777
H -6.970 -1.112 -7.924 0.1381
H -5.736 -2.263 -6.151 0.1249
H -5.559 -0.387 -6.055 0.1281
H -2.202 -1.507 -5.425 0.0877
H -3.720 -2.223 -4.734 0.0847
H -3.525 -0.491 -4.886 0.0801
H -4.381 -0.567 -8.895 0.0714
H -5.132 0.394 -7.956 0.0650
C -5.757 9.466 1.840 -0.0891
C -5.462 8.670 0.580 -0.4432
C -5.107 7.191 1.016 -0.1559
O -3.938 7.140 1.892 -0.1926
C -3.320 5.862 1.918 -0.1230
N -6.715 8.834 -0.030 0.0098
H -4.944 9.477 2.567 0.0718
H -6.672 9.165 2.351 0.0835
H -5.816 10.519 1.565 0.0773
H -4.736 9.139 -0.085 0.1461
H -4.879 6.743 0.049 0.1067
H -5.947 6.660 1.463 0.1225
H -2.332 5.859 2.380 0.0853
H -3.117 5.527 0.901 0.0727
H -3.957 5.078 2.326 0.0821
H -6.824 8.416 -0.943 0.0737
H -7.369 8.375 0.588 0.0731
C -1.124 -2.234 6.187 -0.0637
C -1.585 -1.575 7.489 -0.4385
C -3.133 -1.638 7.648 -0.1985
O -3.548 -0.997 8.853 -0.1705
C -4.850 -1.240 9.194 -0.1564
N -0.839 -2.142 8.606 0.0337
H -0.064 -1.980 6.150 0.0740
H -1.647 -1.842 5.315 0.0755
H -1.102 -3.323 6.137 0.0764
H -1.390 -0.506 7.580 0.1345
H -3.291 -2.709 7.775 0.1169
H -3.638 -1.439 6.702 0.1224
H -5.128 -0.611 10.039 0.0860
H -5.073 -2.194 9.673 0.0860
H -5.532 -1.024 8.372 0.0912
H -1.194 -1.759 9.471 0.0647
H -1.063 -3.123 8.690 0.0665
C -2.920 5.076 -4.090 -0.0753
C -3.395 5.780 -5.330 -0.4734
C -4.827 6.341 -5.277 -0.1713
O -5.762 5.358 -4.806 -0.1938
C -7.062 5.815 -4.695 -0.1383
N -2.358 6.708 -5.616 0.0332
H -3.652 4.317 -3.816 0.0733
H -2.799 5.741 -3.234 0.0829
H -1.991 4.525 -4.234 0.0796
H -3.490 4.990 -6.075 0.1301
H -5.203 6.701 -6.235 0.1246
H -4.792 7.176 -4.577 0.1207
H -7.675 5.676 -5.585 0.0855
H -7.095 6.861 -4.390 0.0835
H -7.521 5.223 -3.903 0.0861
H -1.422 6.365 -5.454 0.0757
H -2.439 7.131 -6.530 0.0763
C 4.979 3.732 3.179 -0.0356
C 4.991 2.864 4.518 -0.4544
C 3.827 3.062 5.405 -0.2793
O 3.969 2.283 6.552 -0.1791
C 2.889 2.571 7.430 -0.0945
N 5.008 1.485 4.157 0.0316
H 4.903 4.746 3.572 0.0702
H 4.111 3.440 2.589 0.0701
H 5.863 3.518 2.579 0.0682
H 5.876 3.213 5.050 0.1365
H 2.924 2.876 4.824 0.1366
H 3.893 4.097 5.741 0.1274
H 3.388 3.230 8.140 0.0877
H 2.681 1.718 8.076 0.0854
H 1.981 2.991 6.995 0.0917
H 4.304 1.208 3.488 0.0767
H 4.843 0.900 4.963 0.0659
C 2.573 -4.341 -7.833 -0.0368
C 2.957 -4.386 -6.370 -0.5164
C 3.486 -5.678 -5.943 -0.2193
O 2.618 -6.793 -6.135 -0.1779
C 1.355 -6.760 -5.529 -0.1246
N 3.912 -3.383 -5.993 0.0458
H 3.250 -4.828 -8.534 0.0887
H 2.624 -3.309 -8.181 0.0693
H 1.520 -4.583 -7.973 0.0797
H 2.073 -4.181 -5.766 0.1295
H 3.715 -5.652 -4.878 0.1254
H 4.422 -5.886 -6.463 0.1356
H 1.215 -6.091 -4.680 0.0845
H 1.077 -7.736 -5.131 0.0848
H 0.679 -6.431 -6.318 0.0839
H 3.826 -3.342 -4.987 0.0782
H 3.472 -2.573 -6.405 0.0693
C 8.423 -5.584 1.188 -0.0720
C 9.280 -5.559 2.468 -0.4269
C 10.746 -5.174 2.368 -0.2010
O 11.338 -5.107 3.662 -0.1922
C 12.736 -4.801 3.840 -0.0818
N 8.513 -4.542 3.188 0.0043
H 8.709 -6.452 0.594 0.0728
H 8.576 -4.747 0.506 0.0670
H 7.377 -5.630 1.492 0.0744
H 9.145 -6.488 3.022 0.1383
H 10.845 -4.291 1.737 0.1205
H 11.266 -5.911 1.757 0.1238
H 12.972 -4.819 4.905 0.0846
H 12.903 -3.771 3.526 0.0808
H 13.448 -5.452 3.332 0.0825
H 8.882 -4.765 4.101 0.0635
H 7.534 -4.685 3.392 0.0680
```

Summary:
HOMO level (Eh): -0.2313
Energy above the lowest of the compared OMol25 structures with the same formula, charge and spin (kJ/mol): 1106.31
Frontier orbital gap (Eh): 0.1164
Electronic energy (hartree): -3230.0376
LUMO (eV): -3.13
Maximum force (eV Å⁻¹): 3.22

[3]
C3H28NO11S | ωB97M-V/def2-TZVPD

```
44
Properties=species:S:1:pos:R:3:nbo_charge:R:1
O 1.422 2.201 0.764 -0.5212
C 2.077 1.857 -0.180 0.4716
C 1.604 0.725 -1.246 -0.2141
C 2.816 0.132 -1.927 -0.5260
S 4.272 1.236 -2.397 -0.0017
N 0.752 -0.259 -0.774 -0.7611
H 2.985 2.322 -0.517 0.1520
H 0.925 1.347 -1.896 0.2616
H 2.639 -0.411 -2.848 0.2480
H 3.518 -0.375 -1.226 0.2458
H 3.548 2.342 -2.476 0.1060
H 0.328 -1.102 -1.527 0.4936
H -0.201 0.051 -0.309 0.4875
H 1.133 -0.901 -0.051 0.4418
H -0.912 -0.195 3.527 0.5032
H -2.209 0.639 3.630 0.4864
O -1.326 0.615 3.245 -0.9458
H -3.509 2.548 -2.193 0.4915
H -2.445 3.384 -1.550 0.4937
O -2.749 2.442 -1.598 -0.9759
H 0.197 -3.471 -0.704 0.4893
H -0.554 -4.309 -1.805 0.4816
O 0.004 -3.573 -1.651 -0.9891
H -2.274 -1.798 -0.419 0.5119
H -2.241 -2.394 1.097 0.4952
O -1.930 -2.430 0.206 -0.9635
H 0.686 -1.960 2.746 0.5078
H -0.503 -2.430 3.492 0.4752
O -0.259 -1.714 2.916 -0.9644
H -4.519 2.176 1.983 0.5000
H -3.718 1.751 0.573 0.5022
O -3.763 1.922 1.494 -1.0015
H 0.072 -3.604 1.498 0.4859
H -0.323 -2.352 0.777 0.5037
O 0.505 -2.854 0.952 -0.9978
H 3.846 1.890 1.737 0.4988
H 4.509 0.398 1.700 0.4987
O 3.891 1.033 1.335 -0.9782
H -1.584 1.322 0.373 0.4790
H -1.575 0.633 1.632 0.5351
O -1.568 0.383 0.621 -1.0092
H -1.252 1.155 -2.264 0.4828
H -1.494 0.881 -3.714 0.4895
O -0.821 0.748 -3.024 -0.9698
```

Summary:
HOMO level (Eh): -0.4289
Energy above the lowest of the compared OMol25 structures with the same formula, charge and spin (kJ/mol): 0.00
Frontier orbital gap (Eh): 0.3306
Electronic energy (hartree): -1411.3668
LUMO (eV): -2.68
Net charge: +1
Maximum force (eV Å⁻¹): 7.76